Record 1
Entry from the Open Molecules 2025 dataset: a structure of composition C19H43OP3RuS2 at a distorted geometry (the ωB97M-V functional and the def2-TZVPD basis).

Structure (ORCA input):
```
! RIJCOSX wB97M-V def2-TZVPD def2/J DEFGRID3
* xyz 4 5
Ru 0.60 -0.18 -0.30
P 0.59 -2.37 -0.37
P 1.58 -0.33 1.75
P 2.57 0.00 -1.19
H -1.99 3.72 -2.90
C -1.34 3.15 -3.59
C -1.55 1.87 -3.91
H -2.62 1.49 -3.93
C -1.01 -2.96 0.30
C 1.79 -3.53 0.43
C 0.47 -2.99 -2.09
C 1.65 1.31 2.53
C 0.87 -1.26 3.19
C 3.29 -0.91 2.13
C 2.15 0.36 -2.92
C 3.96 -1.21 -1.39
C 3.62 1.41 -0.71
H -0.55 3.72 -4.11
H -0.73 1.31 -4.41
H -1.80 -2.22 0.09
H -0.94 -3.10 1.38
H -1.29 -3.92 -0.18
H 1.74 -3.49 1.52
H 2.82 -3.31 0.13
H 1.59 -4.57 0.14
H -0.44 -2.56 -2.54
H 0.38 -4.09 -2.10
H 1.35 -2.71 -2.69
H 2.15 1.25 3.51
H 0.63 1.65 2.68
H 2.19 2.01 1.90
H 1.64 -1.38 3.97
H 0.52 -2.25 2.91
H 0.05 -0.68 3.61
H 3.44 -0.82 3.22
H 4.07 -0.31 1.66
H 3.44 -1.95 1.87
H 3.02 0.73 -3.48
H 1.35 1.12 -2.93
H 1.75 -0.54 -3.40
H 4.77 -0.77 -1.99
H 3.63 -2.13 -1.89
H 4.39 -1.49 -0.42
H 4.32 1.66 -1.52
H 4.20 1.20 0.20
H 2.97 2.27 -0.51
C -2.59 1.12 -1.48
C -1.34 1.45 -0.93
C -1.16 2.67 -0.29
C -2.22 3.58 -0.27
C -3.51 3.21 -0.66
C -3.69 1.98 -1.31
S -2.49 -0.34 -2.47
H -3.72 -0.71 -2.87
H -0.45 0.83 -1.31
H -0.17 2.83 0.18
H -2.06 4.60 0.06
H -4.27 3.98 -0.46
H -4.65 1.71 -1.74
C -3.43 1.43 2.67
S -2.53 -0.09 2.38
C -3.20 -1.09 3.72
O -3.01 -0.68 1.09
H -3.37 1.74 3.71
H -4.46 1.24 2.39
H -3.01 2.20 2.03
H -4.22 -1.37 3.46
H -2.58 -1.98 3.79
H -3.19 -0.53 4.65
*
```

<S²>: 6.033
Strongest force on any atom (eV Å⁻¹): 4.7
Lowest unoccupied orbital energy (alpha / beta) (eV): -13.01 / -16.56


Record 2
Entry from the Open Molecules 2025 dataset: an isolated molecule of HO2PS at a distorted geometry (the ωB97M-V functional and the def2-TZVPD basis).

Structure (ORCA input):
```
! RIJCOSX wB97M-V def2-TZVPD def2/J DEFGRID3
* xyz 0 1
O -2.01 -0.37 -0.23
P -0.98 0.54 0.08
S 0.85 -0.62 0.09
O 1.05 0.08 -1.15
H 1.10 0.37 1.21
*
```

Strongest force on any atom (eV Å⁻¹): 5.6
Lowest unoccupied orbital energy (eV): -0.82


Record 3
Entry from the Open Molecules 2025 dataset: a cluster of 7 separate species, C11H36N6O7 in total at a distorted geometry (the ωB97M-V functional and the def2-TZVPD basis).

Structure (ORCA input):
```
! RIJCOSX wB97M-V def2-TZVPD def2/J DEFGRID3
* xyz 0 1
N -0.57 -0.62 3.59
C -1.74 -0.09 3.60
N -2.70 -0.96 3.75
O -1.92 1.25 3.37
H 0.19 0.04 3.58
H -0.36 -1.64 3.76
H -3.71 -0.54 3.75
H -2.64 -1.95 3.61
N 2.19 0.81 0.27
C 1.33 0.62 1.23
N 0.38 -0.14 0.87
O 1.62 0.95 2.52
H 2.92 1.45 0.57
H 1.98 0.90 -0.78
H -0.17 -0.42 1.69
H 0.17 -0.38 -0.13
N 3.43 -1.61 0.28
C 3.04 -2.50 1.15
N 1.78 -2.39 1.39
O 3.81 -3.44 1.76
H 4.40 -1.59 0.05
H 2.88 -0.80 0.08
H 1.39 -2.94 2.19
H 1.14 -1.63 1.12
C 3.29 0.09 -2.56
C 2.38 1.17 -3.20
O 1.36 1.54 -2.26
H 3.93 0.63 -1.83
H 3.86 -0.41 -3.34
H 2.60 -0.67 -2.07
H 1.92 0.82 -4.07
H 3.11 1.99 -3.35
H 0.82 2.21 -2.68
C 0.59 -2.99 -1.57
C -0.04 -1.88 -2.42
O -0.53 -0.92 -1.63
H 0.08 -3.05 -0.61
H 1.66 -2.74 -1.41
H 0.51 -3.97 -2.02
H -0.76 -2.38 -3.07
H 0.72 -1.43 -3.03
H -0.73 -0.08 -2.11
C -3.24 -0.24 0.34
C -4.65 0.06 0.05
O -5.25 -0.96 -0.70
H -2.73 -0.36 -0.58
H -3.10 -1.07 1.01
H -2.78 0.60 0.83
H -4.69 1.03 -0.40
H -5.33 0.18 0.91
H -5.04 -0.87 -1.63
C -0.88 4.35 -0.43
C -0.69 3.18 0.41
O -0.98 1.99 -0.29
H -0.43 5.26 0.08
H -1.93 4.56 -0.28
H -0.57 4.32 -1.50
H -1.31 3.27 1.35
H 0.42 3.05 0.66
H -0.41 1.36 0.14
*
```

Strongest force on any atom (eV Å⁻¹): 8.5
Lowest unoccupied orbital energy (eV): -0.03


Record 4
Entry from the Open Molecules 2025 dataset: an isolated molecule of C4H5NOS at a distorted geometry (the ωB97M-V functional and the def2-TZVPD basis).

Structure (ORCA input):
```
! RIJCOSX wB97M-V def2-TZVPD def2/J DEFGRID3
* xyz 0 1
C 0.53 0.11 -1.12
C 0.86 -0.15 0.27
C -1.70 0.47 -1.99
C -0.36 -0.53 1.11
N -0.67 0.19 -1.46
O 1.54 1.00 2.76
S 0.51 1.08 1.72
H 1.42 0.32 -1.70
H 1.74 -0.65 0.41
H -2.47 -0.05 -2.65
H -0.09 -1.34 1.89
H -1.32 -0.44 0.75
*
```

Strongest force on any atom (eV Å⁻¹): 6.5
Lowest unoccupied orbital energy (eV): 0.51


Record 5
Entry from the Open Molecules 2025 dataset: a structure of composition C9H10CdF3NO3S at a distorted geometry (the ωB97M-V functional and the def2-TZVPD basis).

Structure (ORCA input):
```
! RIJCOSX wB97M-V def2-TZVPD def2/J DEFGRID3
* xyz -2 1
C 0.92 -1.36 -1.87
C -0.48 -1.32 -2.14
C -1.17 -1.98 -1.07
C -0.19 -2.41 -0.12
C 1.10 -2.05 -0.62
Cd 0.11 0.63 0.37
C -1.71 1.76 -1.01
C -0.51 1.99 -1.56
C 0.43 2.58 -2.28
N 2.10 1.24 -0.02
H -2.22 -2.23 -1.06
H -0.93 -0.96 -3.06
H -0.38 -3.03 0.75
H 2.05 -2.36 -0.21
H 1.70 -1.07 -2.55
H -2.49 1.16 -1.50
H 2.71 1.71 0.68
H -2.04 2.31 -0.11
H 0.19 3.39 -2.99
H 1.49 2.31 -2.18
F 0.32 -0.47 5.76
C 0.09 0.41 4.75
F -0.93 1.22 5.11
F 1.21 1.16 4.55
S -0.37 -0.41 3.08
O 0.87 -0.88 2.43
O -1.43 -1.34 3.43
O -0.90 0.81 2.38
*
```

Strongest force on any atom (eV Å⁻¹): 3.0
Lowest unoccupied orbital energy (alpha / beta) (eV): 5.39 / 5.39


Record 6
Entry from the Open Molecules 2025 dataset: a structure of composition C27H39BN2O5Re at a distorted geometry (the ωB97M-V functional and the def2-TZVPD basis).

Structure (ORCA input):
```
! RIJCOSX wB97M-V def2-TZVPD def2/J DEFGRID3
* xyz 0 2
Re 0.43 -0.07 -0.46
N 2.05 -1.00 0.73
C 2.07 -0.52 2.13
C 0.71 0.03 2.53
O 0.46 0.31 3.69
N -0.14 0.15 1.49
C -1.52 0.49 1.78
C -2.31 0.37 0.49
O -3.50 0.56 0.44
O -1.58 0.05 -0.56
H 1.88 -2.00 0.71
H 2.96 -0.89 0.30
H 2.81 0.27 2.24
H 2.34 -1.32 2.81
H -1.61 1.51 2.15
H -1.95 -0.16 2.54
C 2.30 0.46 -1.75
C 2.03 1.69 -1.04
C 0.74 2.13 -1.51
C 0.28 1.13 -2.43
C 1.25 0.14 -2.65
C 1.33 -0.76 -3.86
C 0.04 -1.55 -4.09
C 1.57 0.17 -5.07
C 2.51 -1.73 -3.75
C -0.09 3.41 -1.35
C 0.06 4.10 0.01
C 0.32 4.38 -2.48
C -1.59 3.12 -1.55
C 3.11 2.39 -0.21
C 2.70 2.67 1.25
C 3.48 3.71 -0.91
C 4.40 1.56 -0.19
H 3.21 -0.11 -1.68
H -0.67 1.16 -2.93
H -0.85 -0.94 -3.92
H -0.03 -2.42 -3.44
H 0.00 -1.92 -5.12
H 0.69 0.79 -5.26
H 1.77 -0.42 -5.96
H 2.42 0.83 -4.89
H 2.45 -2.32 -2.83
H 3.46 -1.20 -3.77
H 2.49 -2.43 -4.59
H 1.07 4.42 0.22
H -0.28 3.44 0.81
H -0.58 4.99 0.02
H 1.34 4.73 -2.40
H -0.34 5.26 -2.46
H 0.20 3.90 -3.45
H -1.95 2.31 -0.93
H -1.82 2.88 -2.59
H -2.15 4.02 -1.30
H 1.63 2.57 1.42
H 2.99 3.68 1.55
H 3.21 2.00 1.94
H 2.71 4.47 -0.77
H 3.63 3.57 -1.98
H 4.41 4.10 -0.48
H 4.26 0.58 0.28
H 5.14 2.08 0.42
H 4.81 1.42 -1.18
O -1.13 -2.74 -1.24
B 0.09 -2.10 -0.99
O 1.13 -3.06 -1.08
C 0.53 -4.26 -1.41
C 1.10 -5.49 -1.63
C 0.24 -6.53 -1.95
C -1.14 -6.32 -2.05
C -1.71 -5.07 -1.82
C -0.84 -4.05 -1.50
H 2.17 -5.63 -1.56
H 0.64 -7.51 -2.14
H -1.78 -7.16 -2.30
H -2.77 -4.90 -1.89
*
```

<S²>: 0.756
Strongest force on any atom (eV Å⁻¹): 2.0
Lowest unoccupied orbital energy (alpha / beta) (eV): 0.12 / -0.57